Density functional theory data (the ωB97M-V functional and the def2-TZVPD basis) for C30H26CuN5OS2Si as an isolated structure.

CARTESIAN COORDINATES (ANGSTROEM)
Cu: -0.4424 -0.3904 0.0723
S: 1.8304 -0.4183 -0.0439
C: 2.0658 0.6637 1.4532
N: 3.3073 1.1114 1.4752
N: 3.4576 1.9673 2.5883
C: 4.2544 3.0555 2.4751
C: 5.0975 3.2573 1.3667
C: 5.9170 4.3666 1.3089
C: 5.9469 5.3228 2.3178
C: 5.1074 5.1287 3.4169
C: 4.2864 4.0254 3.5016
N: 1.1021 0.8641 2.2818
N: -0.1666 0.3246 2.0115
C: -1.1281 0.8589 2.7764
C: -0.9693 1.9288 3.6997
C: -2.0454 2.4264 4.4135
C: -3.3299 1.9157 4.2897
C: -3.5024 0.8374 3.4021
C: -2.4539 0.3271 2.6826
H: 2.6386 2.0203 3.1849
H: 5.0514 2.5328 0.5665
H: 6.5444 4.4939 0.4307
H: 6.5908 6.1905 2.2490
H: 5.0895 5.8567 4.2222
H: 3.6367 3.8949 4.3610
H: 0.0154 2.3590 3.8187
H: -1.8648 3.2555 5.0955
H: -4.1580 2.3217 4.8586
H: -4.4837 0.3871 3.2766
H: -2.6074 -0.5128 2.0132
O: -2.1541 0.7599 -0.3478
N: -3.2261 0.1015 -0.6632
C: -4.3935 0.7931 -0.6594
C: -5.5859 0.2133 -1.0049
C: -5.5792 -1.1404 -1.3557
C: -4.4010 -1.8375 -1.3317
C: -3.1731 -1.2428 -0.9752
S: -1.7037 -2.0743 -0.9142
H: -4.2591 1.8175 -0.3478
H: -6.4896 0.8048 -0.9845
H: -6.4979 -1.6432 -1.6346
H: -4.3648 -2.8880 -1.5842
C: -2.2129 0.8268 -4.4580
C: -2.1577 1.8623 -3.5330
C: -1.1107 1.9395 -2.6324
C: -0.0851 0.9915 -2.6342
C: -0.1480 -0.0250 -3.5846
C: -1.2004 -0.1200 -4.4851
Si: 1.4068 1.1071 -1.4679
C: 1.5114 2.8186 -0.7285
C: 0.6828 3.2236 0.3191
C: 0.8314 4.4784 0.8937
C: 1.8034 5.3492 0.4222
C: 2.6149 4.9704 -0.6386
C: 2.4667 3.7142 -1.2059
H: -3.0449 0.7556 -5.1497
H: -2.9486 2.6037 -3.5036
H: -1.0910 2.7399 -1.9030
H: 0.6298 -0.7820 -3.6043
H: -1.2353 -0.9385 -5.1944
H: 2.5478 1.0324 -2.4327
H: -0.0695 2.5454 0.7086
H: 0.1992 4.7558 1.7287
H: 1.9461 6.3152 0.8932
H: 3.3872 5.6407 -0.9978
H: 3.1285 3.4124 -2.0109

**Calculated total energy**: -115217.580 eV
**Largest force on an atom**: 0.84 eV Å⁻¹
**Lowest unoccupied orbital energy**: 4.5 eV
**Frontier orbital gap**: 4.19 eV
**Spin multiplicity**: 1
**E_HOMO**: 0.011 Eh
**Net charge**: -2

These are the natural (NBO) partial charges, in e, on atoms 1 to 2: atom 1 (Cu): 0.788, atom 2 (S): -0.277